Record 1
The following is a DFT calculation (ωB97M-V/def2-TZVPD) of a structure of composition C56H53BKN11.

XYZ file:
```
122
Properties=species:S:1:pos:R:3
K 0.4316 -0.3596 -0.0496
C -0.5804 -1.6065 2.8574
C -0.5770 -0.0841 3.0983
C 0.7997 0.5389 3.2199
C 1.0621 1.5092 4.1827
C 2.3045 2.1139 4.2076
C 3.2648 1.7254 3.2825
C 2.9262 0.7433 2.3696
N 1.7233 0.1590 2.3323
N -0.9708 -1.9791 1.4853
C -0.6721 -3.3768 1.2012
C 0.7988 -3.7334 1.2827
C 1.1738 -5.0409 1.5698
C 2.5209 -5.3500 1.6506
C 3.4527 -4.3396 1.4718
C 2.9867 -3.0649 1.1927
N 1.6909 -2.7631 1.0755
C -2.3887 -1.7258 1.2434
C -2.7655 -1.7054 -0.2289
C -3.9425 -2.2975 -0.6718
C -4.2868 -2.1872 -2.0111
C -3.4527 -1.4845 -2.8662
C -2.3001 -0.9262 -2.3382
N -1.9578 -1.0366 -1.0547
H -1.2400 -2.1054 3.5832
H 0.4252 -1.9842 3.0224
H -1.1586 0.1622 3.9866
H -1.0625 0.4373 2.2660
H 0.2818 1.8054 4.8738
H 2.5200 2.8888 4.9331
H 4.2483 2.1782 3.2595
H 3.6360 0.4354 1.6045
H -1.0230 -3.5969 0.1877
H -1.2269 -4.0439 1.8807
H 0.4171 -5.7982 1.7405
H 2.8385 -6.3621 1.8715
H 4.5164 -4.5290 1.5474
H 3.6838 -2.2454 1.0447
H -2.6435 -0.7486 1.6638
H -3.0201 -2.4659 1.7599
H -4.5765 -2.8334 0.0245
H -5.2025 -2.6352 -2.3793
H -3.6960 -1.3498 -3.9124
H -1.6238 -0.3495 -2.9641
C 1.1522 5.9630 1.2181
C 0.3441 4.7939 1.6796
C -0.6170 4.8439 2.6632
C -1.1850 3.5578 2.6769
N -0.6158 2.7864 1.7748
N 0.3473 3.5346 1.1583
B 0.9093 2.7322 -0.0886
N 2.4460 2.4879 -0.3712
N 2.5954 1.2306 -0.8836
C 3.8843 1.0557 -1.1156
C 4.6082 2.2002 -0.7378
C 3.6608 3.0842 -0.2640
C 3.9346 4.4322 0.3102
C 4.3847 -0.2420 -1.6197
C 5.6934 -0.3813 -2.0768
C 6.1609 -1.6103 -2.5210
C 5.3256 -2.7221 -2.5145
C 4.0193 -2.5912 -2.0575
C 3.5554 -1.3624 -1.6144
N 0.1418 3.1222 -1.3887
N -1.0327 2.4661 -1.5581
C -1.5278 2.8876 -2.7086
C -0.6923 3.8661 -3.2875
C 0.3752 3.9686 -2.4205
C 1.6183 4.7877 -2.5632
C -2.8030 2.3246 -3.1988
C -3.6994 1.7405 -2.3019
C -4.8930 1.1930 -2.7486
C -5.2172 1.2236 -4.1005
C -4.3317 1.8039 -5.0001
C -3.1337 2.3477 -4.5518
C -2.2805 3.0014 3.4965
C -2.4453 3.3626 4.8316
C -3.4627 2.8026 5.5970
C -4.3261 1.8696 5.0376
C -4.1701 1.5051 3.7046
C -3.1584 2.0691 2.9397
H 0.6925 6.8677 1.6121
H 2.1812 5.9328 1.5736
H 1.1627 6.0526 0.1322
H -0.8995 5.7112 3.2432
H 0.5382 1.6497 0.1355
H 5.6741 2.3725 -0.7772
H 4.9441 4.7320 0.0319
H 3.2493 5.1901 -0.0560
H 3.8761 4.4174 1.4006
H 6.3498 0.4820 -2.0936
H 7.1806 -1.7005 -2.8755
H 5.6940 -3.6819 -2.8549
H 3.3604 -3.4518 -2.0265
H 2.5359 -1.2493 -1.2643
H -0.8238 4.4052 -4.2147
H 1.5851 5.3275 -3.5085
H 1.7178 5.5290 -1.7692
H 2.5159 4.1653 -2.5546
H -3.4351 1.7251 -1.2506
H -5.5778 0.7456 -2.0378
H -6.1523 0.8022 -4.4496
H -4.5719 1.8291 -6.0565
H -2.4393 2.7836 -5.2620
H -1.7638 4.0819 5.2737
H -3.5797 3.0940 6.6337
H -5.1182 1.4345 5.6348
H -4.8499 0.7890 3.2565
H -3.0324 1.8047 1.8941
N 0.4946 -2.4970 -1.8287
C 0.3685 -3.3978 -2.5324
C 0.1886 -4.5327 -3.4101
C 1.2572 -4.9989 -4.1701
C 1.0700 -6.0856 -5.0087
C -0.1747 -6.6975 -5.0883
C -1.2405 -6.2245 -4.3322
C -1.0641 -5.1385 -3.4902
H 2.2193 -4.5059 -4.1012
H 1.8961 -6.4536 -5.6039
H -0.3163 -7.5454 -5.7469
H -2.2105 -6.7002 -4.4014
H -1.8851 -4.7480 -2.9007
```

Calculated values
Orbital gap in Ha: 0.2805
Spin multiplicity: 1
E_HOMO in eV: -7.5
Net charge: 0

Atom charges from the Mulliken analysis, given in e for atoms 1 to 4: number 1, K, carries 1.419; number 2, C, carries -1.309; number 3, C, carries 1.262; number 4, C, carries 0.004

Record 2
The following is a DFT calculation (ωB97M-V/def2-TZVPD) of a structure of composition C56H55BiBrF18GeN6O2S3Si in a non-equilibrium geometry.

XYZ file:
```
144
Properties=species:S:1:pos:R:3
Bi -0.0969 0.2575 0.0710
C 3.5656 -2.7348 2.5724
N 3.0156 -3.1421 1.3099
C 2.8607 -4.4335 0.8884
C 2.2839 -4.3985 -0.3309
N 2.0736 -3.0785 -0.6673
C 2.5317 -2.3123 0.3612
S 2.6459 -0.6460 0.4714
C 1.5791 -2.6122 -1.8944
C 1.3216 -3.4896 -2.9453
C 0.9245 -2.9481 -4.1546
C 0.7955 -1.5735 -4.2789
C 1.0554 -0.7945 -3.1657
N 1.4338 -1.2988 -2.0030
H 4.0927 -3.5779 3.0140
H 2.7702 -2.4224 3.2550
H 4.2545 -1.9019 2.4224
H 3.1772 -5.2680 1.4805
H 2.0146 -5.2173 -0.9600
H 1.4342 -4.5551 -2.8490
H 0.7378 -3.6009 -4.9937
H 0.5010 -1.1224 -5.2110
H 0.9697 0.2811 -3.2026
F -4.8194 2.4341 1.7634
C -4.3543 3.5255 1.1240
F -5.4119 4.3246 0.9135
F -3.5670 4.1776 1.9889
C -3.6627 3.1534 -0.1553
C -4.1828 3.4997 -1.3887
C -3.5396 3.0603 -2.5404
C -2.3948 2.2935 -2.4032
N -1.8917 1.9603 -1.2273
C -2.4965 2.3691 -0.1130
S -1.7487 1.8648 1.3491
H -5.0792 4.0979 -1.4482
H -3.9225 3.3068 -3.5180
H -1.8642 1.9060 -3.2622
C 0.9823 4.8879 -4.1292
C 2.4460 4.4889 -3.8976
C 3.3514 5.4080 -4.7365
C 2.6069 3.0457 -4.3972
Si 2.9273 4.6787 -1.9959
Br 1.1685 2.1618 -0.9039
C 4.6773 4.0075 -1.3993
C 4.6150 3.4190 0.0155
C 5.6897 5.1659 -1.4198
C 5.1909 2.8979 -2.3254
C 2.0127 6.0684 -0.9415
C 2.2023 7.4381 -1.6177
C 2.5791 6.1506 0.4823
C 0.5118 5.7834 -0.8078
H 0.7446 4.7769 -5.1851
H 0.7961 5.9234 -3.8643
H 0.3217 4.2424 -3.5588
H 3.0901 5.3089 -5.7874
H 4.3986 5.1424 -4.6257
H 3.2339 6.4500 -4.4538
H 2.1005 2.9437 -5.3539
H 2.1656 2.3467 -3.6961
H 3.6468 2.7855 -4.5519
H 4.3883 4.1699 0.7616
H 5.5844 2.9912 0.2602
H 3.8726 2.6301 0.0641
H 5.3784 5.9867 -0.7816
H 5.8277 5.5527 -2.4254
H 6.6506 4.8074 -1.0587
H 4.4905 2.0701 -2.3547
H 6.1370 2.5252 -1.9403
H 5.3716 3.2640 -3.3307
H 3.2522 7.7123 -1.6699
H 1.6820 8.1949 -1.0351
H 1.7947 7.4576 -2.6236
H 3.6321 6.4159 0.4887
H 2.4322 5.2109 1.0039
H 2.0446 6.9236 1.0295
H 0.0107 5.7736 -1.7668
H 0.0591 6.5594 -0.1956
H 0.3481 4.8277 -0.3247
F -3.2791 -5.2847 4.4681
C -3.9613 -5.2153 3.3257
C -3.2964 -4.9015 2.1543
C -4.0447 -4.9250 0.9975
F -3.4122 -4.6695 -0.1729
C -5.4025 -5.1942 0.9644
F -6.0601 -5.1852 -0.2079
C -6.0623 -5.4556 2.1607
F -7.3720 -5.6860 2.1670
C -5.3296 -5.4815 3.3465
F -5.9382 -5.7648 4.4954
Ge -1.3453 -4.4373 1.9597
S -0.6734 -2.5980 1.1616
C -0.6002 -4.3108 3.8007
C -1.1899 -3.3923 4.6500
F -2.3508 -2.8390 4.2580
C -0.6049 -2.9993 5.8447
F -1.2019 -2.1124 6.6427
C 0.6459 -3.5149 6.1840
F 1.2430 -3.1341 7.3127
C 1.2916 -4.3911 5.3132
F 2.5382 -4.8037 5.5734
C 0.6473 -4.7828 4.1462
F 1.2708 -5.5975 3.2715
C -0.7848 -6.1086 0.9756
C -0.5524 -6.0784 -0.3848
F -0.7412 -4.9272 -1.0560
C -0.1383 -7.1975 -1.0957
F 0.1090 -7.1059 -2.4102
C 0.0358 -8.4025 -0.4223
F 0.4345 -9.4839 -1.0884
C -0.2229 -8.4698 0.9476
F -0.0720 -9.6207 1.6006
C -0.6364 -7.3224 1.6201
F -0.9332 -7.3787 2.9228
N 0.7435 0.5104 2.4815
C 0.4867 1.6894 3.2411
C 1.2223 2.8361 2.9713
C 0.9423 4.0056 3.6537
C -0.0613 4.0353 4.6076
C -0.7814 2.8880 4.8875
C -0.5095 1.7133 4.2087
H 0.2918 -0.3095 2.8773
H 1.7419 0.3366 2.3615
H 1.9972 2.8080 2.2177
H 1.5103 4.8986 3.4427
H -0.2880 4.9587 5.1184
H -1.5548 2.9049 5.6390
H -1.0859 0.8240 4.4152
O -2.8718 -1.0531 -3.4418
C -2.3102 -1.0297 -2.3355
O -1.2580 -0.4426 -2.0503
C -3.0566 -1.8778 -1.2435
N -4.1857 -2.4809 -1.9907
C -5.4624 -1.9976 -1.4230
C -5.0699 -0.6935 -0.7381
C -3.7007 -1.0252 -0.1524
H -2.3561 -2.6135 -0.8447
H -4.1324 -3.4957 -2.0586
H -3.9539 -1.9990 -2.9719
H -5.8458 -2.7121 -0.6933
H -6.2075 -1.8712 -2.2085
H -5.7863 -0.3859 0.0190
H -4.9725 0.1023 -1.4785
H -3.7977 -1.5964 0.7718
H -3.1202 -0.1343 0.0676
```

Calculated values
Orbital gap in Ha: 0.2182
Spin multiplicity: 1
E_HOMO in eV: -9.9
Net charge: +1

Atom charges from the Mulliken analysis, given in e for atoms 1 to 4: number 1, Bi, carries 2.881; number 2, C, carries -0.877; number 3, N, carries 0.275; number 4, C, carries -1.041